[1]
ORCA calculation (the ωB97M-V functional and the def2-TZVPD basis) on C8H16Br8CrN5O15 as an isolated structure in a non-equilibrium geometry.

The expectation value of S² is 3.80. The multiplicity is 4. The value obtained for the HOMO energy (alpha / beta) is -0.100 / -0.100 hartree. Its LUMO energy (alpha / beta) is 0.085 / 0.125 hartree. Its frontier orbital gap (alpha / beta) is 5.03 / 6.11 eV. Its total charge is -2. The total energy is -635464.7633 eV.

Last column: Löwdin spin population.
Element x y z (Å)
Cr (2.53991, -6.89434, 38.37539)  2.97
N (0.09606, -8.66944, 39.70514)  0.00
O (1.12082, -8.23574, 39.07494)  0.02
O (-0.10286, -8.36085, 40.89418)  0.00
O (-0.75853, -9.28366, 39.07409)  0.00
N (3.49372, -5.71997, 40.56845)  0.01
O (3.50085, -5.28729, 39.36851)  -0.01
O (3.58612, -5.04162, 41.55547)  0.00
O (3.15233, -6.91659, 40.52331)  -0.01
N (2.92824, -4.51723, 36.17440)  0.00
O (1.83590, -3.99618, 35.99913)  0.01
O (3.05713, -5.65350, 36.72433)  -0.01
O (3.97223, -3.89369, 35.90692)  -0.01
N (4.52868, -8.32336, 37.33976)  0.00
O (4.80842, -7.39160, 38.11678)  0.00
O (5.29794, -8.86265, 36.58693)  0.00
O (3.30002, -8.60531, 37.48370)  -0.03
N (0.00580, -7.09456, 35.65136)  0.00
O (-0.14184, -6.01367, 35.02413)  0.00
O (-0.97172, -7.86343, 35.71867)  0.00
O (1.02524, -7.28112, 36.37243)  0.02
Br (8.39036, -6.37934, 40.24793)  0.00
C (7.27427, -7.87991, 40.71838)  0.00
C (6.36832, -7.59580, 41.87470)  0.00
Br (5.12473, -9.19067, 42.15861)  0.00
H (7.91280, -8.70472, 41.02650)  0.00
H (6.79752, -8.06079, 39.75927)  0.00
H (5.67339, -6.76571, 41.80195)  0.00
H (6.90528, -7.59295, 42.81837)  0.00
Br (3.60758, -11.23379, 31.81997)  0.00
C (2.79973, -11.57716, 33.57532)  0.00
C (2.79418, -10.28064, 34.39638)  0.00
Br (1.52396, -10.54386, 35.89085)  0.00
H (3.42828, -12.28991, 34.10643)  0.00
H (1.83633, -12.04441, 33.40483)  0.00
H (2.34218, -9.46846, 33.83065)  0.00
H (3.74840, -9.91597, 34.76637)  0.00
Br (6.74857, -11.80044, 39.66793)  0.00
C (6.56525, -12.89969, 38.09771)  0.00
C (6.15616, -12.05673, 36.85619)  0.00
Br (5.90977, -13.16193, 35.21582)  0.00
H (5.72988, -13.54985, 38.35170)  0.00
H (7.39909, -13.56877, 37.90152)  0.00
H (6.90777, -11.30877, 36.61127)  0.00
H (5.26819, -11.45881, 37.05216)  0.00
Br (6.95300, -7.46918, 33.66854)  0.00
C (7.25821, -6.51931, 35.37033)  0.00
C (8.05987, -5.20766, 35.11536)  0.00
Br (7.03489, -4.01382, 33.91295)  0.00
H (7.76973, -7.21060, 36.03433)  0.00
H (6.30985, -6.21684, 35.80943)  0.00
H (9.10632, -5.26625, 34.82254)  0.00
H (8.16567, -4.73320, 36.09356)  0.00

Atoms 1-6, force components in eV/Å:
Cr 1.097 -0.479 -0.762
N -2.790 0.913 0.521
O 1.613 0.541 -0.376
O 1.118 -0.163 -0.613
O 1.019 -0.279 0.062
N -2.111 -0.124 -1.458



[2]
ORCA calculation (the ωB97M-V functional and the def2-TZVPD basis) on one molecule with the formula C6H10S in a non-equilibrium geometry.

The value obtained for the HOMO energy is -0.305 hartree. Its LUMO energy is -0.024 hartree. Its frontier orbital gap is 7.64 eV. The total energy is -17217.9257 eV.

Last column: Löwdin charge in e.
Element x y z (Å)
C (1.09068, -1.43952, -0.99926)  -0.07
C (1.04721, -0.11868, -0.12900)  -0.24
C (-0.25975, 0.59630, 0.01019)  -0.30
C (-0.45400, 1.72198, -0.94099)  -0.05
C (-1.18993, 0.27563, 0.92449)  -0.16
C (-1.18676, -0.67902, 1.99311)  -0.59
S (0.07246, -1.62493, 2.53402)  0.66
H (0.39132, -2.18074, -0.66876)  0.05
H (2.13567, -1.82284, -0.97091)  0.08
H (1.04370, -1.14974, -2.03990)  0.06
H (1.81613, 0.57688, -0.52821)  0.11
H (1.27887, -0.37872, 0.96435)  0.04
H (-1.43719, 2.03163, -0.84389)  0.04
H (-0.21691, 1.44634, -2.00548)  0.11
H (0.13015, 2.61550, -0.71370)  0.10
H (-2.12898, 0.85349, 0.84430)  0.11
H (-2.13267, -0.72357, 2.56963)  0.05

Atoms 1-6, force components in eV/Å:
C 1.675 1.635 0.535
C 0.775 -0.721 1.514
C 1.283 -0.524 -0.766
C 1.028 -0.345 -0.906
C -1.382 0.649 -0.328
C 0.904 -0.818 0.869



[3]
ORCA calculation (the ωB97M-V functional and the def2-TZVPD basis) on one molecule with the formula C5H9NO in a non-equilibrium geometry.

The value obtained for the HOMO energy is -0.334 hartree. Its LUMO energy is 0.036 hartree. Its frontier orbital gap is 10.08 eV. The total energy is -8866.2393 eV.

Last column: Löwdin charge in e.
Element x y z (Å)
C (-0.21715, 2.00333, 0.42339)  -0.01
N (0.49477, 0.84315, -0.20769)  -0.13
C (1.82314, 1.09701, -0.76424)  -0.29
O (2.48692, 2.07074, -0.64951)  0.06
C (0.27657, -0.48627, 0.25260)  -0.32
C (-0.98000, -1.24310, 0.10037)  -0.13
C (0.09485, -1.51838, -0.87704)  -0.11
H (-0.17591, 1.82690, 1.49889)  0.09
H (0.27924, 2.87011, 0.16905)  0.05
H (-1.22318, 2.07936, 0.06349)  0.07
H (2.24188, 0.14721, -1.04556)  0.12
H (0.71675, -0.58871, 1.30511)  0.17
H (-1.82801, -0.76628, -0.31863)  0.10
H (-1.03503, -1.88954, 0.94418)  0.10
H (0.55181, -2.46448, -1.11017)  0.08
H (-0.16461, -1.17994, -2.01136)  0.16

Atoms 1-6, force components in eV/Å:
C 0.405 -3.240 0.332
N 1.200 2.551 -1.475
C -2.569 -2.117 2.664
O 0.134 1.863 -0.456
C 1.239 0.690 0.268
C -0.078 0.121 -0.335



[4]
ORCA calculation (the ωB97M-V functional and the def2-TZVPD basis) on C50H50N7O2PS5Y as an isolated structure.

The value obtained for the HOMO energy is -0.111 hartree. Its LUMO energy is 0.057 hartree. Its frontier orbital gap is 4.58 eV. Its total charge is -1. The total energy is -131698.2265 eV.

Last column: Löwdin charge in e.
Element x y z (Å)
Y (0.45972, -1.13297, 0.62021)  1.12
C (-3.84560, 1.00265, -4.39819)  -0.54
C (-3.99699, -0.01008, -3.27492)  -0.56
S (-2.61170, -0.15485, -2.13273)  0.86
C (-1.22967, -0.57720, -3.21610)  -0.51
C (-0.44706, 0.52761, -3.94211)  -0.49
S (-0.22956, 2.06629, -3.00771)  0.85
C (-0.80229, 3.35493, -4.14158)  -0.55
C (-2.13473, 3.18076, -4.86301)  -0.55
S (-3.55183, 2.70933, -3.83507)  0.85
H (-4.74520, 0.99190, -5.01683)  0.07
H (-3.00936, 0.71648, -5.03326)  0.05
H (-4.20860, -0.98795, -3.71744)  0.08
H (-4.84929, 0.24530, -2.64174)  0.07
H (-1.58133, -1.30937, -3.94833)  0.09
H (-0.54886, -1.11813, -2.55784)  0.01
H (-0.89886, 0.77412, -4.90225)  0.05
H (0.55028, 0.12979, -4.14187)  0.06
H (-0.03759, 3.55374, -4.89839)  0.07
H (-0.84663, 4.23758, -3.49958)  0.07
H (-2.05078, 2.44186, -5.65928)  0.06
H (-2.37875, 4.12685, -5.35025)  0.07
C (-6.18697, -2.92976, 3.65789)  -0.12
C (-6.13669, -2.82583, 2.27252)  -0.11
C (-4.91546, -2.71184, 1.62864)  -0.11
C (-3.72508, -2.72206, 2.35385)  -0.37
C (-3.78446, -2.81931, 3.74140)  -0.08
C (-5.00844, -2.92140, 4.38968)  -0.10
P (-2.13531, -2.48243, 1.45892)  1.03
C (-0.87161, -2.12773, 2.66060)  -0.58
C (0.25499, -3.02285, 3.12667)  -0.68
C (0.46890, -2.84261, 4.59840)  -0.17
C (0.18204, -1.68258, 5.22053)  -0.16
C (-0.52454, -0.61946, 4.55702)  -0.17
C (-1.09200, -0.90745, 3.34147)  -0.25
C (-1.83149, -4.14306, 0.76710)  -0.31
C (-2.52257, -5.23795, 1.21902)  -0.09
C (-2.41315, -6.48546, 0.57235)  -0.10
C (-1.62303, -6.60821, -0.53104)  -0.06
C (-0.88452, -5.50235, -1.02105)  -0.18
C (-0.05891, -5.64002, -2.16393)  -0.07
C (0.67564, -4.57885, -2.59874)  -0.11
C (0.62670, -3.34738, -1.90238)  -0.18
C (-0.16836, -3.12159, -0.79499)  -0.19
C (-0.95658, -4.24581, -0.36344)  -0.21
H (-7.14222, -3.00989, 4.16278)  0.09
H (-7.05409, -2.82591, 1.69584)  0.09
H (-4.87329, -2.61388, 0.54894)  0.10
H (-2.85773, -2.80510, 4.30568)  0.10
H (-5.04191, -2.99696, 5.47002)  0.10
H (0.03689, -4.06418, 2.88845)  0.07
H (0.91530, -3.66337, 5.14913)  0.09
H (0.42408, -1.57239, 6.27353)  0.08
H (-0.74484, 0.30683, 5.07556)  0.07
H (-1.83789, -0.23272, 2.92204)  0.08
H (-3.17921, -5.14820, 2.07566)  0.10
H (-2.96671, -7.33617, 0.95183)  0.09
H (-1.53945, -7.55850, -1.04844)  0.10
H (-0.01772, -6.59969, -2.66853)  0.10
H (1.31754, -4.68115, -3.46813)  0.09
H (1.27695, -2.55236, -2.26484)  0.05
S (1.87897, -2.66234, 2.20292)  0.40
N (-1.25254, 2.25000, 2.16937)  0.21
C (-1.38718, 1.78193, 0.90444)  -0.64
N (-1.96907, 2.59191, -0.00221)  0.19
O (-0.99821, 0.64246, 0.61000)  -0.15
H (-1.29203, 3.23816, 2.35698)  0.07
H (-0.72289, 1.66237, 2.79986)  0.09
H (-2.51344, 3.37874, 0.30019)  0.11
H (-2.14618, 2.19158, -0.91829)  0.02
C (1.57130, 2.73967, 0.29034)  -0.02
C (1.94229, 2.05956, 1.55876)  -0.34
N (1.74332, 0.80129, 1.87809)  0.06
C (2.27197, 0.61757, 3.14194)  -0.13
C (2.77865, 1.78628, 3.59385)  -0.05
N (2.59235, 2.70890, 2.57124)  -0.02
C (2.71511, 4.12856, 2.71198)  -0.07
N (1.53989, 4.72983, 3.31722)  -0.04
N (0.52072, 5.12161, 2.53040)  0.05
N (-0.50119, 5.40974, 3.25012)  0.06
C (-0.17626, 5.17311, 4.57175)  -0.23
C (-0.93974, 5.30518, 5.73792)  -0.01
C (-0.33408, 4.96857, 6.92218)  -0.08
C (1.00377, 4.51229, 6.96330)  -0.07
C (1.76537, 4.38018, 5.82714)  -0.01
C (1.14055, 4.72358, 4.62261)  -0.17
H (1.06002, 2.03603, -0.35714)  0.01
H (2.46774, 3.05901, -0.24709)  0.10
H (0.93601, 3.60853, 0.47086)  0.06
H (2.24347, -0.35707, 3.60271)  0.05
H (3.26122, 2.05115, 4.51742)  0.10
H (2.84352, 4.59431, 1.73751)  0.13
H (3.57549, 4.35826, 3.34169)  0.14
H (-1.96298, 5.65018, 5.69277)  0.11
H (-0.88709, 5.04505, 7.84839)  0.10
H (1.43571, 4.25050, 7.91985)  0.10
H (2.78414, 4.02224, 5.86900)  0.10
C (5.28250, -1.16353, -7.33899)  -0.05
C (6.50146, -0.29231, -7.49167)  -0.75
O (7.25927, -0.38108, -8.42414)  -0.01
S (6.86122, 0.94926, -6.25453)  1.01
C (5.63548, 0.68651, -5.00132)  -0.58
C (4.46105, 1.43371, -5.01179)  -0.11
C (3.49173, 1.22121, -4.04772)  -0.03
C (3.67284, 0.25220, -3.05244)  -0.25
C (4.86496, -0.47998, -3.04392)  -0.02
C (5.83741, -0.25948, -4.00096)  -0.10
C (2.65143, 0.01622, -2.08208)  -0.17
C (1.74854, -0.15776, -1.27495)  -0.10
H (5.03028, -1.56305, -8.31830)  0.08
H (4.43774, -0.63479, -6.90391)  0.07
H (5.53151, -1.99285, -6.67451)  0.09
H (4.30932, 2.17509, -5.78621)  0.10
H (2.57421, 1.79782, -4.04466)  0.09
H (5.01226, -1.22601, -2.27437)  0.12
H (6.75800, -0.82911, -3.98334)  0.11

Atoms 1-6, force components in eV/Å:
Y 0.046 -0.242 0.204
C 0.004 0.013 -0.026
C 0.021 -0.033 -0.005
S -0.023 0.045 0.021
C -0.048 -0.052 0.055
C 0.059 0.041 -0.066



- What is the formula in the fourth record?
  C50H50N7O2PS5Y